1.
This record from OMol25 describes C45H45N4NaO3S as an isolated structure. The level of theory is the ωB97M-V functional and the def2-TZVPD basis.

Net charge ... -2
HOMO ... -0.851 eV
Gap between HOMO and LUMO ... 4.665 eV

Structure (XYZ):
```
99
Properties=species:S:1:pos:R:3:forces:R:3
Na 1.51731 -0.03653 -0.74845 -0.3 -0.3 0.3
C 0.86976 -2.93914 -1.85048 0.0 0.0 0.0
N 0.28648 -2.09909 -2.89026 0.0 0.0 0.0
C -1.09225 -2.47192 -3.14984 0.0 -0.1 0.0
C -2.01890 -1.37565 -3.68048 0.0 0.0 -0.1
C -2.60499 -0.45681 -2.61024 0.0 0.0 0.0
N -1.65986 0.51384 -2.10685 0.0 0.0 0.0
C -2.03295 1.73199 -2.13157 0.0 0.0 0.0
C -1.29042 2.91933 -1.74526 0.0 0.0 0.0
C -1.98704 4.13660 -1.79543 0.0 0.0 0.0
C -1.40463 5.34572 -1.48425 0.0 0.0 0.0
C -0.04631 5.34268 -1.11715 0.1 0.0 0.0
C 0.67821 4.18278 -1.06667 0.0 0.0 0.0
C 0.10301 2.89728 -1.36668 0.0 0.0 0.0
O 0.78652 1.84556 -1.29142 -0.2 0.5 -0.1
C 1.12600 -2.13961 -4.07847 0.0 0.0 0.0
C 1.07956 -0.90309 -4.97530 0.1 0.0 -0.1
C 1.31815 0.38265 -4.18079 0.0 0.0 0.0
N 2.37741 0.16979 -3.22938 0.0 0.0 0.1
C 3.20851 1.09594 -2.98829 0.0 0.0 0.0
C 4.23104 1.06455 -1.94972 0.0 0.1 0.0
C 5.12781 2.13894 -1.91321 0.0 0.0 0.0
C 6.10868 2.26472 -0.95139 0.0 0.0 0.0
C 6.17569 1.27705 0.04453 0.0 0.0 0.0
C 5.30865 0.21527 0.05704 0.0 0.0 -0.1
C 4.28873 0.03352 -0.93939 0.2 0.0 0.0
O 3.49831 -0.95880 -0.88648 0.3 0.0 -0.1
H 0.88881 -4.00860 -2.13774 0.0 0.0 0.0
H 0.29823 -2.85745 -0.92489 0.0 0.0 0.0
H 1.89606 -2.62202 -1.65712 0.0 0.0 0.0
H -1.52227 -2.83750 -2.21147 0.0 0.0 0.0
H -1.11653 -3.33251 -3.84914 0.0 0.0 0.0
H -2.85976 -1.87599 -4.17638 0.0 0.0 0.0
H -1.52408 -0.77139 -4.44307 0.0 0.0 0.1
H -2.93747 -1.09279 -1.78304 0.0 0.0 0.0
H -3.50879 0.03783 -3.01300 0.0 0.0 0.0
H -3.05142 1.96593 -2.50416 0.0 0.0 0.0
H -3.03380 4.10635 -2.09112 0.0 0.0 0.0
H -1.97268 6.26710 -1.51947 0.0 0.0 0.0
H 0.44123 6.27984 -0.86349 0.0 0.0 0.0
H 1.72004 4.18018 -0.76763 0.0 0.0 0.0
H 0.89638 -3.04583 -4.67442 0.0 0.0 0.0
H 2.15315 -2.22707 -3.72911 0.0 0.0 0.0
H 0.14450 -0.83749 -5.53896 0.0 0.0 0.0
H 1.87638 -1.02846 -5.71843 0.0 0.0 0.0
H 0.41844 0.62215 -3.60302 0.0 0.0 0.0
H 1.51785 1.23013 -4.85852 0.0 0.0 0.0
H 3.16972 2.03856 -3.56489 0.0 0.0 0.0
H 5.02468 2.90448 -2.67902 0.0 0.0 0.0
H 6.78263 3.11246 -0.94562 0.0 0.0 0.0
H 6.91775 1.36213 0.83364 0.0 0.0 0.0
H 5.34412 -0.52977 0.84385 0.0 0.0 0.0
O -1.29627 -2.73889 1.25363 0.0 -0.1 0.0
S -1.96758 -1.46980 0.87952 0.2 0.0 0.0
C -3.72044 -1.90264 0.75548 -0.1 0.0 0.0
C -4.66102 -0.96249 0.35642 -0.1 0.0 0.0
C -5.98713 -1.34242 0.22202 0.0 0.0 0.0
C -6.36508 -2.65650 0.47485 0.0 0.0 0.0
C -5.41374 -3.58996 0.85990 0.0 0.0 0.0
C -4.08287 -3.21575 0.99869 0.0 0.0 0.0
C -2.14314 -0.48027 2.36125 -0.1 0.0 0.0
C -1.80095 -1.04376 3.57551 0.0 0.0 0.0
C -1.89399 -0.26259 4.71831 0.0 0.0 0.0
C -2.33718 1.05090 4.63725 0.0 0.0 0.0
C -2.66961 1.60002 3.40799 0.0 0.0 0.0
C -2.55875 0.83731 2.25603 0.0 0.0 0.0
H -4.35748 0.05542 0.14158 0.0 0.0 0.0
H -6.72559 -0.61385 -0.08954 0.0 0.0 0.0
H -7.40196 -2.95132 0.36626 0.0 0.0 0.0
H -5.70592 -4.61614 1.04870 0.0 0.0 0.0
H -3.30752 -3.91521 1.28790 0.0 0.0 0.0
H -1.41657 -2.05475 3.60257 0.0 0.0 0.0
H -1.59218 -0.67688 5.67284 0.0 0.0 0.0
H -2.37954 1.66440 5.52868 0.0 0.0 0.0
H -2.95368 2.64182 3.33562 0.0 0.0 0.0
H -2.73358 1.28456 1.28342 0.0 0.0 0.0
C 2.27996 -3.97994 3.66011 0.0 0.0 0.0
C 1.71972 -2.96972 4.42982 0.0 0.0 0.0
C 1.40224 -1.73363 3.88582 0.0 0.0 -0.1
C 1.60990 -1.44320 2.51302 0.0 -0.1 0.0
C 2.20104 -2.48687 1.75669 0.0 0.1 0.0
C 2.51960 -3.70734 2.31202 0.0 0.0 0.0
N 1.22559 -0.30791 1.85276 -0.1 0.1 0.0
C 1.09185 0.88686 2.50617 0.0 -0.1 0.0
C 1.74116 1.27013 3.70853 0.0 0.0 0.0
C 1.57197 2.53102 4.25585 0.0 0.0 0.0
C 0.76639 3.48873 3.64814 0.0 0.0 0.0
C 0.15295 3.15059 2.44334 0.0 0.0 0.0
C 0.30789 1.89417 1.89506 0.0 0.0 0.0
H 2.53032 -4.94198 4.09197 0.0 0.0 0.0
H 1.51732 -3.14255 5.48389 0.0 0.0 0.0
H 0.94952 -0.98605 4.52121 0.0 0.0 0.0
H 2.43563 -2.28157 0.72030 0.0 0.0 0.0
H 2.97518 -4.46469 1.68121 0.0 0.0 0.0
H 2.41626 0.57595 4.19037 0.0 0.0 0.0
H 2.10107 2.77625 5.17289 0.0 0.0 0.0
H 0.64994 4.47715 4.07766 0.0 0.0 0.0
H -0.45040 3.88063 1.91157 0.0 0.0 0.0
H -0.15900 1.65497 0.94884 0.0 0.0 0.0
```
Forces are in eV/Å.

2.
This record from OMol25 describes C45H45N5O5PbS as an isolated structure. The level of theory is the ωB97M-V functional and the def2-TZVPD basis.

HOMO ... -7.045 eV
Gap between HOMO and LUMO ... 6.913 eV

Structure (XYZ):
```
102
Properties=species:S:1:pos:R:3:forces:R:3
Pb -0.06447 -0.19725 -0.04855 0.0 -0.2 -0.1
O -1.47556 1.78945 0.86347 0.1 0.1 0.1
C -0.80349 3.02611 1.16982 0.1 -0.1 0.1
C 0.73385 2.72716 1.24344 0.1 0.1 -0.2
O 1.47059 3.65062 1.55353 -0.1 -0.1 0.0
O 1.11268 1.54492 0.92273 0.0 0.1 0.1
C -1.29767 3.56526 2.51146 0.0 0.0 0.0
C -0.88636 4.82227 2.95049 0.0 0.0 0.0
C -1.34026 5.32219 4.15889 0.0 0.0 0.0
C -2.21677 4.58002 4.94089 0.0 0.0 0.0
C -2.63591 3.33593 4.50214 0.0 0.0 0.0
C -2.17815 2.82919 3.29178 0.0 0.0 0.0
C -1.11769 4.05210 0.07671 0.0 0.0 0.0
C -2.45937 4.37701 -0.13566 0.0 0.0 0.0
C -2.82495 5.32101 -1.07964 0.0 0.1 0.1
C -1.84742 5.97546 -1.81934 0.0 0.0 0.0
C -0.51312 5.66169 -1.61241 0.0 0.0 0.0
C -0.14733 4.70228 -0.67474 0.0 0.1 0.0
H -2.30068 1.97897 0.39782 0.0 0.0 0.0
H -0.19599 5.39565 2.34744 0.0 0.0 0.0
H -1.00790 6.29645 4.49390 0.0 0.0 0.0
H -2.57135 4.97408 5.88473 0.0 0.0 0.0
H -3.31820 2.74712 5.10278 0.0 0.0 0.0
H -2.49509 1.85044 2.96402 0.0 0.0 0.0
H -3.23165 3.91606 0.47312 0.0 0.0 0.0
H -3.87112 5.56228 -1.21798 0.0 0.0 0.0
H -2.12503 6.74071 -2.53437 0.0 0.0 0.0
H 0.25868 6.17597 -2.17257 0.0 0.0 0.0
H 0.89927 4.49129 -0.50010 0.0 0.0 0.0
N -2.40464 3.02917 -3.27995 0.1 -0.1 -0.1
C -3.60006 2.54911 -2.78910 0.0 -0.1 0.0
C -4.90501 3.01731 -2.87693 0.0 0.0 0.0
C -5.87023 2.28832 -2.20867 0.0 0.0 0.0
C -5.54823 1.13197 -1.48312 0.0 0.0 0.0
C -4.25033 0.66691 -1.40300 0.0 0.0 0.0
C -3.26180 1.39538 -2.06414 0.0 0.2 -0.1
N -1.89020 1.21034 -2.09218 0.2 0.1 -0.2
C -1.42199 2.20759 -2.80095 -0.2 -0.2 0.2
C 0.00305 2.47139 -2.98331 0.1 0.1 -0.1
C 0.57197 3.39561 -3.80673 0.0 0.0 0.0
S 2.26053 3.45230 -3.54450 -0.1 0.0 0.0
C 2.09360 2.22514 -2.35509 0.1 0.0 0.0
N 0.88684 1.80134 -2.17638 -0.1 -0.1 0.1
H -2.25675 3.94066 -3.67509 0.0 0.0 0.0
H -5.15768 3.90963 -3.43469 0.0 0.0 0.0
H -6.90085 2.61567 -2.24708 0.0 0.0 0.0
H -6.33944 0.59119 -0.98122 0.0 0.0 0.0
H -3.99780 -0.23515 -0.86444 0.0 0.0 0.0
H 0.09259 4.04658 -4.51854 0.0 0.0 0.0
H 2.94163 1.84300 -1.80502 0.0 0.0 0.0
N 2.06419 -1.03878 1.22911 0.1 0.1 0.2
C 2.84113 -2.08582 0.68661 0.0 0.0 -0.1
C 3.36886 -3.09323 1.44762 -0.1 0.1 0.0
C 4.08957 -4.14611 0.84920 0.0 0.0 -0.1
C 4.28943 -4.18262 -0.50119 0.0 0.0 0.0
C 3.72951 -3.17580 -1.32147 -0.1 0.1 0.0
C 3.82250 -3.18463 -2.73041 0.0 0.0 0.0
C 3.16873 -2.23133 -3.45664 0.0 0.0 0.0
C 2.41139 -1.26072 -2.77115 0.0 0.0 0.1
N 2.32604 -1.19558 -1.46528 0.1 0.1 -0.1
C 2.98583 -2.12995 -0.72831 0.0 -0.1 0.0
H 2.49354 -0.11829 1.16306 0.0 0.0 0.0
H 1.81480 -1.22329 2.19799 0.0 0.0 0.0
H 3.20635 -3.09160 2.51844 0.0 0.0 0.0
H 4.49025 -4.92897 1.47954 0.0 0.0 0.0
H 4.85040 -4.98592 -0.96223 0.0 0.0 0.0
H 4.39503 -3.96455 -3.21808 0.0 0.0 0.0
H 3.20424 -2.21893 -4.53724 0.0 0.0 0.0
H 1.84782 -0.51719 -3.32567 0.0 0.0 0.0
O -2.54429 -2.11657 -2.02320 0.1 0.0 0.1
H -2.47932 -2.55823 -1.16632 0.0 0.0 0.0
H -1.71047 -2.33473 -2.45444 -0.1 0.0 0.0
C 0.21951 -4.06437 -0.56609 -0.1 -0.1 0.0
C -0.53958 -4.51555 0.68124 0.0 0.0 0.0
C -2.05829 -4.35773 0.55978 0.0 0.0 -0.1
C -0.01874 -3.90444 1.96890 -0.1 0.2 0.0
C 0.70671 -4.73146 2.81593 0.0 0.0 0.0
C 1.14680 -4.30743 4.05773 0.0 -0.1 0.0
C 0.77648 -3.04299 4.48305 0.0 0.0 0.0
C 0.03384 -2.17918 3.68561 -0.1 0.0 -0.1
C -0.44997 -0.88769 4.32044 0.0 0.0 0.1
C 0.29064 0.35342 3.83506 0.0 0.0 0.0
C -1.96611 -0.72039 4.20106 0.0 0.0 0.0
C -0.31198 -2.56281 2.35797 -0.1 0.0 0.0
O -0.91751 -1.71206 1.53337 0.2 -0.2 0.1
H -0.16744 -4.57047 -1.45558 0.0 0.0 0.0
H 1.27999 -4.30495 -0.47373 0.0 0.0 0.0
H 0.13855 -2.99093 -0.72229 0.0 0.2 0.0
H -0.34685 -5.59076 0.76588 0.0 0.0 0.0
H -2.34461 -3.30772 0.62375 0.0 0.0 0.0
H -2.55528 -4.86952 1.38502 0.0 0.0 0.0
H -2.42644 -4.79042 -0.37422 0.0 0.0 0.0
H 0.92494 -5.74289 2.48671 0.0 0.0 0.0
H 1.71805 -4.96468 4.70058 0.0 0.0 0.0
H 1.04072 -2.71770 5.48438 0.0 0.0 0.0
H -0.22797 -0.98890 5.38872 0.0 0.0 0.0
H 0.06325 0.56275 2.79348 0.0 0.0 0.0
H 1.37337 0.23868 3.93359 0.0 0.0 0.0
H -0.00191 1.23076 4.41485 0.0 0.0 0.0
H -2.25907 -0.59608 3.15997 0.0 0.0 0.0
H -2.29294 0.15205 4.77193 0.0 0.0 0.0
H -2.48231 -1.59784 4.59503 0.0 0.0 0.0
```
Forces are in eV/Å.

What is the formula in the first record?
C45H45N4NaO3S

What is the HOMO in the second record?
-7.045 eV

What is the HOMO in the first record?
-0.851 eV